Here is one molecule with the formula C4H7NO from the OMol25 dataset. Energies are from the ωB97M-V functional and the def2-TZVPD basis.

Last columns: bonded neighbours and bond lengths (Å).
Element x y z (Å)
1 O 0.4146 -2.3830 -1.3465  C4 1.344, H10 0.981
2 N -0.3218 -0.5592 -0.2648  C3 1.431, C4 1.271, C5 1.437
3 C -0.4726 0.5262 -1.1843  N2 1.431, C5 1.520, H8 1.097
4 C 0.1645 -1.7312 -0.1975  O1 1.344, N2 1.271, H7 1.084
5 C -0.5776 0.7288 0.3189  N2 1.437, C3 1.520, C6 1.510, H12 1.097
6 C 0.5481 1.3904 1.0780  C5 1.510, H9 1.097, H11 1.098, H13 1.098
7 H 0.4214 -2.2388 0.7257  C4 1.084
8 H -1.4453 0.4813 -1.6899  C3 1.097
9 H 0.3319 2.4634 1.1548  C6 1.097
10 H 0.3329 -1.6932 -2.0396  O1 0.981
11 H 0.6652 0.9910 2.0939  C6 1.098
12 H -1.5496 0.7545 0.8271  C5 1.097
13 H 1.4882 1.2698 0.5241  C6 1.098

Properties
- HOMO energy (alpha / beta) (Ha) = -0.2722 / -0.2722
- lowest unoccupied orbital energy (alpha / beta) (eV) = 0.940 / 0.940
- gap between HOMO and LUMO (alpha / beta) (eV) = 8.3 / 8.3